1.
Formula: C7H19NOSi
Source: OMol25
Level of theory: ωB97M-V with the def2-TZVPD basis set

```
29
Properties=species:S:1:pos:R:3:forces:R:3
O 0.3158 0.7697 1.2762 -0.9 -1.7 -1.1
N 1.7876 1.5265 -3.5301 0.0 1.4 -0.9
C 0.4622 1.7525 2.2355 0.4 0.4 0.6
C 1.7601 0.3340 -2.7435 0.2 -0.8 0.5
C 0.4360 0.1529 -1.9748 0.1 0.6 -0.9
C 0.3914 -1.0950 -1.1260 0.4 -1.2 -0.3
C -2.5434 0.3869 1.8026 0.8 -0.7 -0.4
C -0.2662 -1.7280 2.5260 -0.1 -0.1 0.2
C -0.9152 -1.3110 -0.3461 -0.4 1.2 0.7
Si -0.8968 -0.4445 1.3557 0.8 0.9 -0.8
H 2.5881 1.5910 -4.1740 -0.7 -0.2 0.5
H 0.9284 1.6654 -4.0563 0.3 -0.1 0.0
H 0.1858 1.3447 3.2181 -0.3 0.5 0.1
H -0.1438 2.6334 1.9409 0.4 -0.2 0.6
H 1.5361 2.0182 2.3377 -0.6 0.1 -0.3
H 2.5820 0.4189 -2.0169 -0.2 -0.2 0.0
H 1.9791 -0.5423 -3.3724 -0.2 -0.3 0.3
H 0.2503 1.0555 -1.4134 0.2 0.3 0.7
H -0.4112 0.1918 -2.6832 0.2 -0.5 -0.1
H 0.5825 -1.9795 -1.7911 -0.3 0.7 0.4
H 1.2433 -1.1261 -0.4175 -0.3 0.3 -0.3
H -2.8383 1.0319 0.9786 -0.1 0.2 0.0
H -2.5052 0.9495 2.7261 0.0 0.1 0.2
H -3.2810 -0.4041 1.8924 -0.3 -0.1 0.1
H 0.7922 -1.5075 2.6066 0.4 -0.3 0.1
H -0.4259 -2.7627 2.2133 0.1 0.2 -0.2
H -0.6841 -1.6472 3.5068 -0.2 0.1 0.8
H -1.0837 -2.3676 -0.1477 -0.1 -0.1 0.0
H -1.8260 -0.9077 -0.8235 0.4 -0.3 -0.5
```
Forces are in eV/Å.

Properties
energy above the lowest of the compared OMol25 structures with the same formula, charge and spin: 28.6 kJ/mol
max |F|: 2.2 eV/A
SMILES: CO[Si](C)(C)CCCCN
HOMO: -8.8 eV
energy: -697.6364 hartree
charge: 0



2.
Formula: C7H19NOSi2
Source: OMol25
Level of theory: ωB97M-V with the def2-TZVPD basis set

```
30
Properties=species:S:1:pos:R:3:forces:R:3
C -2.7425 -0.4197 0.7449 1.6 0.6 -2.0
C -3.6055 -0.1482 -0.4666 0.3 1.9 0.2
C -1.7877 0.8004 0.9952 1.9 -4.1 -3.1
C 1.5417 2.9432 -0.1766 -2.4 2.9 -3.4
C 1.6074 -1.9036 -1.5923 -0.9 2.4 4.3
C 3.2197 -0.0479 0.1419 -4.6 -0.2 3.2
C 0.6560 -2.0227 1.3375 2.5 5.7 0.9
N -4.8183 -0.4071 -0.3202 -1.5 -0.7 -0.6
O 0.3530 2.4622 0.2892 -1.8 -1.3 1.7
Si -0.2726 1.0086 -0.2167 -0.6 0.5 -0.7
Si 1.3004 -0.7319 -0.0638 1.7 -1.6 0.3
H -3.4007 -0.6055 1.5287 -1.3 0.1 1.5
H -2.3748 -1.4420 0.5527 1.1 0.5 0.1
H -3.3016 0.5034 -1.3522 0.5 -1.2 0.9
H -0.4246 1.2646 -1.7442 -0.3 -0.3 0.8
H -2.3091 1.6558 1.0385 -2.0 3.1 0.1
H -1.1731 0.7321 1.8295 0.7 -0.4 2.2
H 1.5492 2.5922 -1.2842 0.7 1.5 1.2
H 2.3530 2.5541 0.2717 2.9 -1.4 1.8
H 1.4713 4.0839 0.0442 0.7 -1.8 -1.1
H 0.7922 -2.3088 -1.9890 -3.7 -1.6 -1.6
H 2.1083 -1.4568 -2.3136 2.3 2.5 -3.5
H 2.1959 -2.6734 -1.2903 1.8 -2.4 1.3
H 3.8170 -0.8500 0.2776 1.9 -2.9 0.0
H 3.4136 0.4326 -0.7160 1.0 2.0 -3.0
H 3.3614 0.5193 1.0549 -0.1 0.6 -0.1
H 1.4916 -2.6162 1.5311 1.0 -1.3 0.6
H 0.4231 -1.3036 2.2005 -0.1 -1.6 -0.9
H -0.1152 -2.4477 0.8541 -2.9 -1.8 -1.1
H -5.3292 -0.1673 -1.1668 -0.2 0.1 0.0
```
Forces are in eV/Å.

Properties
energy above the lowest of the compared OMol25 structures with the same formula, charge and spin: 504.8 kJ/mol
max |F|: 6.3 eV/A
SMILES: [H]/N=C/CC[Si@@H](OC)[Si](C)(C)C
HOMO: -9.1 eV
energy: -987.0101 hartree
charge: 0



3.
Formula: C7H19NP
Source: OMol25
Level of theory: ωB97M-V with the def2-TZVPD basis set

```
28
Properties=species:S:1:pos:R:3:forces:R:3
C 0.2945 -1.3787 2.1871 -3.0 -1.8 -2.9
C -2.1821 -0.7051 -1.7363 2.7 0.7 0.0
C 0.3087 2.9418 1.0863 -1.7 4.6 -0.8
C 2.5522 -1.5805 -1.4335 -0.9 -2.2 -2.4
C -0.8118 -0.5208 1.3688 3.3 0.7 1.1
C -0.7378 -0.0094 -1.8009 -0.6 -1.9 -1.1
C -0.5225 2.3402 0.0044 2.2 -2.6 -0.4
N 2.3923 -1.0452 -0.2189 -2.1 2.8 4.5
P -0.0581 0.4532 -0.0989 -1.1 -0.6 -0.8
H 0.5902 -2.3052 1.6856 -0.6 -0.1 -0.1
H 1.2026 -0.9590 2.2838 2.8 2.3 0.6
H -0.1471 -1.6085 3.1145 -0.4 -0.3 1.2
H -2.4784 -1.1938 -2.6152 0.1 -0.4 -1.7
H -2.1082 -1.4896 -1.0537 -0.4 -1.1 1.5
H -2.9269 -0.0028 -1.5349 -1.2 1.1 0.8
H 1.3399 2.9170 1.0240 2.1 -0.3 -0.6
H 0.0308 4.0717 1.1091 0.7 -1.4 -0.4
H 0.0468 2.7859 2.0839 -0.8 -1.4 1.5
H 1.6863 -2.2198 -1.9206 1.5 0.9 1.6
H 2.8215 -0.8667 -2.1256 0.9 1.4 -2.1
H 3.4206 -2.2289 -1.2542 0.2 -0.5 -0.5
H -0.9020 0.2477 2.1718 -1.1 -0.1 -1.1
H -1.6702 -1.1198 1.1003 -0.3 0.3 0.0
H -0.9232 0.9247 -2.3025 0.4 0.6 -0.1
H -0.0825 -0.6357 -2.5479 -0.8 1.1 1.9
H -0.5710 2.6965 -1.0331 1.0 0.3 0.4
H -1.5037 2.3582 0.3007 -2.7 -0.3 0.9
H 2.8848 -0.1320 0.0274 -0.3 -1.6 -1.0
```
Forces are in eV/Å.

Properties
energy above the lowest of the compared OMol25 structures with the same formula, charge and spin: 482.3 kJ/mol
max |F|: 5.6 eV/A
HOMO (spin up / spin down): -13.5 / -13.3 eV
energy: -673.7747 hartree
charge: +1



4.
Formula: C7H21Cl2N2OScSi
Source: OMol25
Level of theory: ωB97M-V with the def2-TZVPD basis set

```
35
Properties=species:S:1:pos:R:3:forces:R:3
Sc 0.2494 -0.2267 -0.5423 0.1 -0.2 -0.4
N -0.5693 -0.2862 1.5427 0.0 0.0 0.1
C 0.3046 -0.8712 2.6190 0.0 0.0 0.1
C 0.8728 -2.2316 2.2492 0.0 0.0 0.0
C 2.0187 -2.2264 1.2501 0.0 0.0 0.0
N 1.5636 -2.0020 -0.1647 -0.1 -0.1 0.1
H -0.8956 0.6238 1.8723 0.0 0.0 0.0
H -1.4246 -0.8438 1.4939 0.0 0.0 0.0
H -0.2815 -0.9582 3.5330 0.0 0.0 0.0
H 1.1074 -0.1586 2.8164 0.0 0.0 0.0
H 0.0740 -2.9039 1.9157 0.0 0.0 0.0
H 1.2544 -2.6755 3.1698 0.0 0.0 0.0
H 2.5507 -3.1756 1.2997 0.0 0.0 0.0
H 2.7373 -1.4411 1.4927 0.0 0.0 0.0
H 1.0537 -2.8346 -0.4664 0.0 0.0 0.0
H 2.3937 -1.9894 -0.7552 0.0 0.0 0.0
C -3.2641 -2.5354 -1.9823 0.0 0.0 0.0
Si -2.4143 -1.0454 -2.6794 0.1 0.0 -0.1
C -1.6243 -1.3669 -4.3286 0.0 -0.1 0.1
C -3.4656 0.4781 -2.6845 0.0 0.0 0.0
O -1.1085 -0.6930 -1.5875 -0.1 0.0 0.1
H -4.1001 -2.8215 -2.6249 0.0 0.0 0.0
H -3.6756 -2.3426 -0.9894 0.0 0.0 0.0
H -2.5976 -3.3980 -1.9244 0.0 0.0 0.0
H -2.3982 -1.5648 -5.0740 0.0 0.0 0.0
H -0.9672 -2.2390 -4.3109 0.0 0.0 0.0
H -1.0532 -0.5105 -4.6880 0.0 0.1 0.0
H -4.2753 0.3735 -3.4103 0.0 0.0 0.0
H -2.8976 1.3662 -2.9687 0.0 0.0 0.0
H -3.9280 0.6598 -1.7120 0.0 0.0 0.0
Cl 1.8136 -0.0970 -2.9947 -0.1 0.0 0.0
C 1.4872 1.6384 -2.9309 0.2 0.0 0.1
Cl 1.2509 2.1130 -1.1898 -0.1 0.2 -0.2
H 0.5811 1.8774 -3.4759 0.0 0.0 0.1
H 2.3560 2.1797 -3.2895 0.0 0.0 0.0
```
Forces are in eV/Å.

Properties
energy above the lowest of the compared OMol25 structures with the same formula, charge and spin: 9.8 kJ/mol
max |F|: 0.5 eV/A
HOMO: -16.3 eV
energy: -2434.3071 hartree
charge: +2



Q: energy of number 4 (C7H21Cl2N2OScSi)?
A: -2434.3071 hartree